Below is 9 unconnected molecules or ions with the total composition C38H73N2O8 in a non-equilibrium geometry, with properties calculated with ωB97M-V/def2-TZVPD.

Element x y z (Å)
C1 2.70310 -0.09170 -0.54355
C2 1.54226 0.81286 -0.07877
N1 1.14494 0.29170 1.27152
N2 -0.06067 0.98143 1.69853
C3 -1.30978 0.28455 1.20002
C4 -1.05888 -1.06135 0.55461
C5 -0.51465 -2.14229 1.23627
C6 -0.29784 -3.35005 0.65083
C7 -0.64998 -3.56063 -0.67008
C8 -1.18890 -2.50741 -1.35627
C9 -1.39697 -1.27718 -0.76646
C10 -2.03182 -0.20857 -1.64398
C11 -0.05898 1.42205 3.12768
C12 0.03566 0.39737 4.25449
C13 1.36196 -0.42459 4.31004
C14 -1.15753 -0.56956 4.42995
H1 3.09901 -0.64181 0.31748
H2 2.32365 -0.80314 -1.27890
H3 3.53406 0.48310 -0.95652
H4 0.70564 0.80932 -0.78089
H5 1.97064 1.81498 0.08587
H6 1.86044 0.67791 1.88901
H7 -0.03139 1.85670 1.16232
H8 -1.74931 0.92194 0.43117
H9 -2.08236 0.22394 1.96955
H10 -0.21427 -2.04823 2.27647
H11 0.16035 -4.14272 1.23589
H12 -0.49321 -4.53543 -1.12056
H13 -1.45420 -2.66719 -2.39841
H14 -2.64844 0.49092 -1.07886
H15 -2.73085 -0.69296 -2.33533
H16 -1.28920 0.30807 -2.25489
H17 0.76955 2.13451 3.24196
H18 -0.96693 2.01943 3.27874
H19 0.06614 0.98245 5.18402
H20 2.16299 0.31551 4.46104
H21 1.34372 -1.00996 5.23087
H22 1.52778 -1.02968 3.42039
H23 -0.90567 -1.33430 5.17158
H24 -2.06010 -0.08206 4.82405
H25 -1.46497 -1.09634 3.52465
C15 0.59864 4.17680 -1.96998
C16 -0.68022 3.53385 -1.49464
O1 -1.21713 2.65085 -2.12971
C17 -1.25948 4.03786 -0.19595
H26 0.90405 3.72270 -2.91097
H27 0.44147 5.24476 -2.12779
H28 1.39060 4.02698 -1.23326
H29 -1.49631 5.09697 -0.28011
H30 -0.54372 3.88043 0.61968
H31 -2.17690 3.49410 0.02757
C18 -5.61429 6.64938 0.12368
C19 -4.51498 6.50712 -0.89974
O2 -3.39436 6.16858 -0.57599
C20 -4.86132 6.80002 -2.33415
H32 -5.22526 6.40846 1.11173
H33 -5.98429 7.67535 0.13162
H34 -6.43127 5.96524 -0.11022
H35 -5.19888 7.83447 -2.42836
H36 -5.64452 6.12117 -2.67403
H37 -3.98330 6.65762 -2.95649
C21 -3.51249 0.29005 8.27938
C22 -2.08620 0.78076 8.29242
O3 -1.69162 1.59837 7.48987
C23 -1.17292 0.21003 9.34831
H38 -4.05625 0.78017 7.47396
H39 -3.53470 -0.78866 8.11524
H40 -3.99765 0.52762 9.22699
H41 -1.09542 -0.87206 9.22974
H42 -1.55841 0.44430 10.34146
H43 -0.18193 0.64763 9.24408
C24 3.70425 -2.77758 -4.42428
C25 3.19327 -1.42457 -4.00031
O4 3.94741 -0.56828 -3.58643
C26 1.70822 -1.17442 -4.10632
H44 4.78494 -2.81094 -4.29290
H45 3.24757 -3.55605 -3.81351
H46 3.47026 -2.95235 -5.47495
H47 1.16852 -1.87539 -3.47940
H48 1.37966 -1.27522 -5.13963
H49 1.49843 -0.15883 -3.76541
C27 6.43422 -2.49455 -1.44864
C28 6.19434 -3.49660 -0.34475
O5 6.56608 -4.64308 -0.43710
C29 5.46662 -3.00473 0.88505
H50 6.96357 -2.97916 -2.26644
H51 5.48232 -2.11132 -1.82402
H52 7.04193 -1.66780 -1.07689
H53 4.46969 -2.64969 0.61790
H54 6.03598 -2.20200 1.35705
H55 5.36428 -3.82541 1.59209
C30 3.73231 -5.27499 4.15799
C31 2.45199 -4.50513 3.95074
O6 2.45226 -3.37930 3.50016
C32 1.16593 -5.19783 4.32890
H56 4.57508 -4.66157 3.84612
H57 3.84940 -5.52439 5.21359
H58 3.71844 -6.18714 3.55962
H59 1.17431 -5.44674 5.39102
H60 1.04452 -6.10780 3.73921
H61 0.32495 -4.53468 4.12971
C33 -1.65137 5.70493 -5.90052
C34 -3.15799 5.71971 -5.83073
O7 -3.73957 5.88447 -4.78036
C35 -3.90816 5.52103 -7.12298
H62 -1.24235 5.85870 -4.90348
H63 -1.30516 4.74207 -6.27935
H64 -1.30004 6.50544 -6.55324
H65 -3.65797 4.55048 -7.55408
H66 -3.65340 6.31376 -7.82795
H67 -4.97818 5.55418 -6.92827
C36 0.41233 -5.93581 -5.32035
C37 -0.08255 -4.57669 -4.89822
O8 0.67689 -3.72017 -4.49503
C38 -1.56790 -4.32055 -4.99364
H68 1.49297 -5.98115 -5.19941
H69 -0.04460 -6.70847 -4.70001
H70 0.16735 -6.11337 -6.36854
H71 -2.10854 -5.02102 -4.35486
H72 -1.90286 -4.42767 -6.02606
H73 -1.77560 -3.30487 -4.66099

Molar mass = 686.0 g/mol
Net charge = +1
Total energy = -2202.86734 Ha

These are the Mulliken partial charges, in e, on atoms 1 to 99:
1. C -1.18
2. C 0.40
3. N -0.52
4. N 1.04
5. C -0.06
6. C 0.48
7. C 0.18
8. C -1.05
9. C -0.95
10. C -0.50
11. C 1.08
12. C -1.79
13. C -1.59
14. C 1.41
15. C -1.73
16. C -1.54
17. H 0.22
18. H -0.02
19. H 0.48
20. H -0.07
21. H 0.23
22. H 0.41
23. H -0.31
24. H -0.32
25. H 0.41
26. H -0.08
27. H 0.41
28. H 0.42
29. H 0.34
30. H 0.48
31. H 0.60
32. H 0.21
33. H 0.72
34. H 0.45
35. H 0.28
36. H 0.37
37. H 0.55
38. H 0.31
39. H 0.44
40. H 0.31
41. H 0.30
42. C -1.31
43. C 1.23
44. O -0.60
45. C -1.36
46. H 0.34
47. H 0.40
48. H 0.32
49. H 0.62
50. H 0.22
51. H 0.24
52. C -1.18
53. C 0.79
54. O -0.52
55. C -0.94
56. H 0.31
57. H 0.33
58. H 0.33
59. H 0.38
60. H 0.29
61. H 0.23
62. C -1.18
63. C 0.91
64. O -0.55
65. C -1.16
66. H 0.29
67. H 0.31
68. H 0.41
69. H 0.31
70. H 0.36
71. H 0.31
72. C -1.12
73. C 0.78
74. O -0.58
75. C -0.74
76. H 0.37
77. H 0.18
78. H 0.41
79. H 0.05
80. H 0.57
81. H 0.25
82. C -0.74
83. C 0.74
84. O -0.57
85. C -0.55
86. H 0.32
87. H -0.09
88. H 0.36
89. H -0.04
90. H 0.42
91. H 0.15
92. C -1.18
93. C 0.84
94. O -0.46
95. C -1.16
96. H 0.24
97. H 0.38
98. H 0.35
99. H 0.42